[1]
{"formula": "C5H9NO", "method": "wB97M-V/def2-TZVPD", "symbols": ["O", "C", "C", "C", "C", "C", "N", "H", "H", "H", "H", "H", "H", "H", "H", "H"], "xyz": [[-3.492330, 1.544928, -1.091001], [-2.749408, 1.029724, -0.293782], [-1.323514, 0.672186, -0.608995], [-0.489336, 0.243988, 0.608371], [0.935940, 0.025948, 0.238336], [1.584451, -1.130148, 0.262677], [2.888460, -1.292633, -0.184931], [-3.147613, 0.770351, 0.699987], [-1.371347, -0.129682, -1.348811], [-0.841717, 1.525548, -1.091012], [-0.540982, 1.050309, 1.338181], [-0.923498, -0.662488, 1.048017], [1.495997, 0.910946, -0.068373], [1.122604, -2.066254, 0.557322], [3.434329, -2.052520, 0.199562], [3.417968, -0.440201, -0.265544]], "forces_ev_per_a": [[0.1, 0.0, 0.1], [-0.3, 0.2, -0.4], [0.2, 0.0, 0.3], [-0.4, -0.1, -0.4], [0.2, 0.2, 0.2], [0.2, -0.3, -0.1], [0.4, -0.2, -0.1], [0.1, -0.1, 0.3], [0.1, 0.0, -0.1], [-0.1, 0.0, -0.1], [-0.1, 0.0, 0.3], [0.1, 0.2, 0.1], [-0.1, -0.1, 0.0], [-0.2, 0.1, 0.1], [-0.3, 0.2, 0.0], [0.1, 0.0, 0.0]], "spin_multiplicity": 1, "total_charge": 0, "fmax_ev_per_a": 0.6, "smiles": "N/C=C/CCC=O"}



[2]
{"formula": "C28H58AlI2O10", "method": "wB97M-V/def2-TZVPD", "symbols": ["C", "C", "I", "C", "I", "Al", "C", "O", "C", "O", "C", "C", "O", "H", "H", "H", "H", "H", "H", "H", "H", "H", "H", "H", "H", "H", "H", "H", "H", "C", "C", "O", "C", "H", "H", "H", "H", "H", "H", "C", "C", "O", "C", "H", "H", "H", "H", "H", "H", "C", "C", "O", "C", "H", "H", "H", "H", "H", "H", "C", "C", "O", "C", "H", "H", "H", "H", "H", "H", "C", "C", "O", "C", "H", "H", "H", "H", "H", "H", "C", "C", "O", "C", "H", "H", "H", "H", "H", "H", "C", "C", "O", "C", "H", "H", "H", "H", "H", "H"], "xyz": [[3.260287, -0.865883, 2.846746], [2.327304, -2.157434, 2.380220], [3.378396, -4.017935, 3.018669], [2.067394, -2.216705, 0.756360], [4.004763, -2.770851, -0.201303], [1.500933, -0.439122, -0.094851], [-0.339359, 0.155274, 0.705616], [-0.502948, -0.603176, 1.955126], [-1.832976, -0.420226, 2.555223], [-2.966460, -0.609086, 1.637255], [-3.624373, -1.912651, 1.815320], [-2.874953, -3.160929, 1.018309], [-1.754397, -2.698416, 0.145093], [2.640486, 0.138841, 2.854831], [4.191761, -0.697835, 2.151418], [3.667618, -1.148389, 3.927459], [1.343133, -2.126301, 3.027972], [1.287551, -3.071363, 0.544935], [1.296710, -0.739867, -1.666707], [2.598298, 0.712952, -0.027380], [-0.343622, 1.321301, 0.843026], [-1.121055, -0.092304, -0.132558], [-1.980909, 0.643377, 3.072355], [-1.908325, -1.203853, 3.451537], [-4.712677, -1.850352, 1.340579], [-3.777483, -2.217964, 2.942324], [-3.631839, -3.704975, 0.272838], [-2.399115, -3.893990, 1.798837], [-0.906777, -2.923667, 0.664347], [5.097765, 0.824906, 7.085224], [4.168384, 1.425346, 6.064595], [3.728275, 0.757270, 5.130462], [3.798391, 2.874947, 6.231224], [5.276669, -0.227040, 6.838514], [6.053873, 1.354252, 7.074076], [4.644216, 0.879050, 8.078023], [4.696570, 3.495699, 6.181976], [3.286872, 3.020502, 7.186014], [3.122219, 3.172130, 5.422514], [-2.789217, -6.226140, -2.587015], [-1.377186, -6.255965, -2.066206], [-0.903770, -7.273070, -1.562221], [-0.566852, -4.993021, -2.185931], [-3.253005, -7.206466, -2.434284], [-3.369809, -5.476134, -2.043991], [-2.785943, -6.003665, -3.656960], [-1.048352, -4.188037, -1.625000], [-0.464487, -4.715547, -3.238068], [0.431855, -5.161815, -1.769240], [-1.919774, 1.042998, -4.137644], [-0.423072, 0.896442, -4.071547], [0.159147, 0.768278, -2.995805], [0.333659, 0.912812, -5.372737], [-2.332323, 1.013420, -3.123547], [-2.179496, 2.001966, -4.593050], [-2.348632, 0.219366, -4.713838], [0.174422, 1.865992, -5.883202], [0.005246, 0.083318, -6.004043], [1.404056, 0.797587, -5.171463], [4.804867, 7.543672, 4.243441], [4.932298, 6.523158, 5.342657], [4.218601, 5.521910, 5.370361], [5.966832, 6.775238, 6.406704], [4.019366, 7.230881, 3.547298], [4.531269, 8.513473, 4.666643], [5.747563, 7.619575, 3.695853], [5.745024, 7.710775, 6.926374], [6.961404, 6.816884, 5.955533], [5.946008, 5.956785, 7.134192], [-1.802235, 4.466696, -1.958610], [-2.731616, 5.067136, -2.979240], [-3.171725, 4.399060, -3.913373], [-3.101609, 6.516737, -2.812611], [-1.623331, 3.414749, -2.205321], [-0.846127, 4.996041, -1.969759], [-2.255784, 4.520839, -0.965812], [-2.203430, 7.137488, -2.861859], [-3.613128, 6.662292, -1.857821], [-3.777781, 6.813920, -3.621321], [1.782224, -6.577317, -6.141506], [0.368041, -6.075762, -6.021119], [0.128212, -4.898781, -5.756875], [-0.741349, -7.070168, -6.236557], [2.477081, -5.750248, -5.960965], [1.964839, -7.356376, -5.397067], [1.954374, -6.965233, -7.148568], [-0.671260, -7.871194, -5.496335], [-0.681709, -7.480087, -7.247929], [-1.707221, -6.567471, -6.118551], [-6.012949, 2.547591, -0.714415], [-4.707774, 1.837972, -0.471673], [-3.692765, 2.457544, -0.157804], [-4.692656, 0.340851, -0.627888], [-5.873972, 3.623692, -0.565563], [-6.343452, 2.376463, -1.742011], [-6.766602, 2.191238, -0.007798], [-4.964274, 0.071336, -1.651641], [-5.387494, -0.113922, 0.082636], [-3.684828, -0.035290, -0.422124]], "forces_ev_per_a": [[0.2, -0.9, 0.4], [0.0, 1.8, -0.8], [-0.5, 0.3, 0.5], [-0.6, -1.0, 2.4], [-1.0, 0.3, -0.1], [-0.7, 0.2, -0.6], [0.4, 0.8, -1.5], [-3.3, 1.0, 0.3], [0.5, -0.2, 1.5], [0.3, -2.0, 1.9], [-0.8, -0.7, -0.8], [0.8, 0.0, -0.4], [0.0, -1.4, 2.4], [1.1, -2.3, 0.1], [-1.9, -0.5, 1.2], [-1.0, 1.0, -2.4], [1.9, -0.2, -1.6], [1.8, 1.3, 0.2], [0.1, -0.5, 0.3], [0.3, 0.2, 0.4], [-0.3, -2.0, 0.2], [1.1, 0.3, 1.9], [0.5, -1.9, -1.6], [0.2, 1.4, -2.0], [2.3, 0.2, 1.0], [0.5, 0.8, -2.0], [1.5, 1.1, 1.9], [-1.3, 1.1, -1.5], [-1.8, 0.9, -1.2], [0.1, -0.5, -0.2], [-0.8, -0.8, -1.4], [0.7, 1.1, 1.7], [-0.2, -0.3, -0.4], [-0.1, 0.2, 0.0], [-0.1, 0.1, 0.2], [0.2, 0.2, 0.0], [-0.2, -0.1, 0.2], [0.2, 0.1, 0.1], [0.2, -0.1, 0.2], [-0.2, -0.5, 0.1], [1.0, -0.9, 0.6], [-0.7, 1.0, -0.6], [0.3, -0.3, 0.2], [0.1, 0.2, 0.0], [0.1, 0.1, -0.2], [-0.1, 0.2, 0.1], [0.0, 0.1, -0.2], [-0.1, 0.2, 0.1], [-0.2, 0.0, -0.1], [-0.1, 0.0, 0.3], [0.9, -0.3, 1.9], [-1.0, 0.7, -1.9], [0.5, -0.1, 0.1], [0.1, 0.0, -0.2], [-0.1, -0.1, -0.1], [0.0, 0.1, -0.1], [-0.1, -0.1, -0.1], [-0.1, 0.2, -0.1], [-0.3, 0.0, 0.0], [-0.4, -0.2, -0.3], [-1.1, -1.4, -0.1], [1.0, 1.8, -0.1], [-0.1, -0.4, 0.3], [0.2, 0.0, 0.2], [0.2, 0.0, -0.1], [0.0, 0.2, 0.1], [0.2, 0.0, -0.1], [-0.1, 0.2, 0.1], [0.0, 0.2, -0.2], [-0.1, -0.4, -0.3], [-0.3, -1.1, -0.9], [0.4, 0.9, 1.0], [-0.4, 0.1, -0.4], [0.0, 0.2, 0.1], [-0.1, 0.1, 0.2], [0.1, 0.0, 0.0], [-0.1, 0.0, 0.2], [0.2, 0.1, 0.0], [0.1, -0.1, 0.2], [0.2, 0.4, 0.1], [-0.3, 1.7, 0.4], [0.3, -1.6, -0.4], [-0.4, 0.3, 0.1], [-0.2, -0.2, 0.0], [0.0, -0.1, -0.2], [0.0, -0.2, 0.1], [0.1, -0.1, -0.2], [0.1, -0.2, 0.1], [0.2, -0.1, 0.0], [0.1, 0.5, 0.1], [1.6, 0.6, 0.5], [-1.5, -0.6, -0.5], [0.6, 0.0, -0.1], [0.0, -0.2, 0.0], [-0.1, -0.1, 0.1], [-0.1, -0.1, -0.2], [-0.2, 0.0, 0.1], [-0.1, 0.0, -0.2], [-0.3, 0.1, 0.0]], "spin_multiplicity": 1, "total_charge": -1, "fmax_ev_per_a": 3.5}



[3]
{"formula": "C10H8AsF6N2S3Tl", "method": "wB97M-V/def2-TZVPD", "symbols": ["Tl", "N", "C", "C", "C", "C", "C", "C", "C", "C", "N", "C", "H", "H", "H", "H", "H", "H", "H", "H", "S", "C", "S", "S", "F", "As", "F", "F", "F", "F", "F"], "xyz": [[0.287210, -0.191043, 2.169344], [-1.349181, 0.638808, -0.208382], [-1.055504, -0.319506, -1.139720], [-1.991104, -1.117405, -1.760271], [-1.594685, -2.095950, -2.693568], [-0.281414, -2.286772, -3.025236], [0.711797, -1.503219, -2.387963], [2.098229, -1.636019, -2.640930], [2.991530, -0.869685, -1.952936], [2.509906, 0.031148, -0.975850], [1.238261, 0.193014, -0.724182], [0.335202, -0.543538, -1.431118], [-2.297283, 0.846430, 0.067106], [-0.700439, 1.400874, -0.100438], [-3.041270, -0.974534, -1.537528], [-2.361488, -2.698051, -3.165842], [0.013497, -3.029448, -3.756179], [2.433184, -2.357238, -3.378122], [4.056990, -0.957316, -2.116981], [3.202029, 0.605249, -0.370526], [4.470043, 0.773244, 3.972755], [3.467274, 0.199472, 2.739995], [3.242943, -1.389889, 2.257464], [2.664984, 1.590274, 2.127713], [-1.160510, 2.383110, 2.104296], [-2.735973, 2.258745, 2.882464], [-2.930719, 3.967719, 2.760605], [-3.455393, 2.057637, 1.296035], [-4.287591, 2.092268, 3.618762], [-2.507936, 0.522705, 2.945078], [-1.972587, 2.408917, 4.424156]], "forces_ev_per_a": [[0.0, 0.0, 0.0], [-0.1, -0.1, 0.1], [0.2, 0.0, 0.0], [0.0, 0.0, 0.0], [0.0, 0.0, 0.0], [-0.1, 0.0, 0.0], [0.0, 0.0, 0.0], [0.0, 0.0, 0.0], [-0.1, 0.0, 0.0], [0.0, -0.1, -0.1], [-0.2, -0.1, -0.1], [0.0, 0.1, 0.1], [0.0, 0.0, -0.1], [0.0, 0.0, 0.0], [0.0, 0.0, 0.0], [0.0, 0.0, 0.0], [0.0, 0.0, 0.0], [0.0, 0.0, 0.0], [0.0, 0.0, 0.0], [0.0, 0.0, 0.0], [0.0, 0.0, 0.0], [-0.1, -0.2, -0.2], [0.0, 0.4, 0.1], [0.2, -0.1, 0.2], [0.0, 0.0, 0.0], [0.0, 0.0, 0.0], [0.0, 0.0, 0.0], [0.0, 0.0, 0.0], [0.0, 0.0, 0.0], [0.0, 0.0, 0.0], [0.0, 0.0, 0.0]], "spin_multiplicity": 2, "total_charge": -1, "fmax_ev_per_a": 0.4}



[4]
{"formula": "C13H26N2O", "method": "wB97M-V/def2-TZVPD", "symbols": ["C", "C", "C", "C", "O", "C", "C", "H", "H", "C", "N", "C", "N", "C", "C", "C", "C", "H", "C", "H", "H", "H", "H", "H", "H", "H", "H", "H", "H", "H", "H", "H", "H", "H", "H", "H", "H", "H", "H", "H", "H", "H"], "xyz": [[-4.887576, -1.723590, -1.409075], [-4.422387, -0.664301, -0.472962], [-3.206132, -0.978843, 0.339617], [-2.900488, -0.065743, 1.400316], [-1.827949, 0.590841, 0.915133], [-2.156136, 1.634578, 0.104830], [-0.996081, 2.540040, 0.101440], [-1.209913, 3.510050, -0.846418], [-0.731101, 3.097191, 0.826140], [0.374721, 1.932212, -0.633416], [0.822023, 1.263164, 0.363995], [2.063065, 0.737700, 0.190625], [2.964740, 0.952442, -0.703213], [4.345392, 0.829662, -0.615611], [4.525941, -0.750586, -1.143668], [4.307211, -1.718416, 0.293134], [3.002631, -1.874106, 0.803196], [2.217176, -2.048800, 0.053072], [2.651342, -0.262590, 1.292601], [1.669728, -0.470602, 2.146644], [3.329769, 0.030121, 1.853225], [2.810537, -2.382221, 1.686396], [4.635274, -2.582960, -0.100701], [5.019849, -1.349825, 1.126809], [3.823317, -0.830168, -2.043488], [5.627993, -0.828001, -1.431041], [4.783528, 1.179637, -1.436395], [4.886375, 1.121044, 0.258148], [0.122591, 0.519866, 1.002447], [1.152569, 2.666361, -0.782634], [0.093986, 1.568019, -1.609833], [-2.298879, 1.196808, -1.037726], [-2.976376, 2.334673, 0.326883], [-3.837985, 0.478139, 1.656743], [-2.659049, -0.607145, 2.341050], [-2.466014, -1.048898, -0.247419], [-3.572568, -2.004042, 0.695969], [-4.375502, 0.304604, -0.720812], [-5.444697, -0.444781, 0.212483], [-4.226369, -1.764742, -2.084008], [-5.089194, -2.741227, -0.838216], [-5.945366, -1.345565, -1.834261]], "forces_ev_per_a": [[-7.4, 0.2, 4.6], [-4.2, -1.0, 4.0], [-8.4, -4.4, 3.0], [-1.8, -1.5, 2.8], [1.3, 2.0, 2.2], [0.6, 1.0, -4.1], [0.7, 0.8, -12.1], [-0.1, -2.7, 2.8], [1.5, 3.3, 5.8], [-5.7, 6.0, -1.9], [1.9, -9.4, 6.6], [5.6, -3.1, 2.6], [-4.4, 3.6, -0.5], [-1.2, -5.7, -0.1], [1.0, 1.0, 3.5], [3.4, 3.0, -2.3], [-4.1, 5.9, -0.5], [0.4, -0.5, 0.2], [-11.8, -5.0, -2.7], [2.6, 0.7, -2.2], [6.7, 3.2, 4.8], [0.2, -1.5, 1.4], [1.7, -3.5, -0.8], [-0.8, -0.4, -1.6], [0.9, -0.4, 1.6], [-1.5, -0.4, 0.2], [1.6, 2.9, -3.1], [0.1, -0.2, 1.0], [2.5, 3.0, -2.7], [-0.2, 1.0, -0.7], [-0.1, -1.1, -0.3], [0.1, 1.3, 2.5], [-0.6, -1.2, 0.6], [0.9, 0.7, -0.1], [0.3, 0.4, -0.5], [5.7, -1.1, -4.3], [1.4, 0.8, 0.0], [0.4, 3.5, -2.6], [2.6, -1.0, -0.6], [4.7, -1.3, -5.8], [0.6, 2.1, -1.3], [2.4, -1.2, 0.6]], "spin_multiplicity": 1, "total_charge": 0, "fmax_ev_per_a": 13.1}



[5]
{"formula": "C2H3O4P", "method": "wB97M-V/def2-TZVPD", "symbols": ["C", "C", "O", "O", "O", "O", "P", "H", "H", "H"], "xyz": [[-1.227304, 0.681708, 0.332106], [-0.292275, -0.345572, 0.157728], [-0.979269, 1.771489, -0.544436], [3.087662, -0.650772, 0.363290], [-2.120852, 0.791601, 1.143661], [2.537627, 1.593956, -0.455826], [2.320347, 0.592805, 0.661270], [-0.077622, -0.384075, -0.894836], [-0.676240, -1.296244, 0.591801], [-0.008333, 1.727382, -0.845571]], "forces_ev_per_a": [[1.9, -0.1, -0.9], [-1.3, -1.0, 0.0], [1.3, 0.6, -0.4], [0.5, -1.5, 0.3], [-1.6, 0.7, 1.0], [-0.7, 0.8, -0.2], [0.4, 0.7, -0.1], [0.8, -0.5, -0.4], [0.6, 0.4, -0.2], [-1.9, -0.1, 0.8]], "spin_multiplicity": 1, "total_charge": -2, "fmax_ev_per_a": 2.1}



[6]
{"formula": "C5H9NOS", "method": "wB97M-V/def2-TZVPD", "symbols": ["C", "C", "C", "C", "C", "N", "O", "S", "H", "H", "H", "H", "H", "H", "H", "H", "H"], "xyz": [[2.881450, 0.145063, -0.011291], [1.503777, 0.589242, 0.302323], [-1.680555, -0.756491, 0.520802], [-2.507405, 0.037432, -0.471597], [-1.011538, -0.293830, -0.765685], [1.854578, -0.787743, 0.141031], [-0.571952, 2.121865, 0.342588], [0.030734, 1.336559, -0.722198], [3.630923, 0.403261, 0.721447], [3.218970, 0.142446, -1.086864], [1.433341, 1.105994, 1.246573], [-1.604038, -0.227941, 1.511934], [-1.969344, -1.806173, 0.613553], [-3.402029, -0.504995, -0.849473], [-2.760493, 1.048780, -0.525241], [-0.666158, -0.939979, -1.566950], [1.619744, -1.613482, 0.599047]], "forces_ev_per_a": [[1.2, 0.2, -2.8], [-1.0, -0.8, -1.0], [-0.5, 1.8, 1.0], [0.1, -2.7, -1.3], [-0.7, 1.2, 0.4], [-1.3, 1.6, -0.8], [-0.9, 1.5, 1.0], [1.0, -3.1, 0.2], [0.2, -0.3, 0.3], [0.1, 0.5, 1.3], [-0.5, -0.1, 0.5], [0.8, -0.6, -1.2], [0.2, 0.3, -0.2], [1.2, -0.1, -0.5], [0.1, 1.7, 1.2], [-0.2, -0.2, 0.3], [0.1, -0.9, 1.6]], "spin_multiplicity": 1, "total_charge": 0, "fmax_ev_per_a": 3.2}



Table of E (Ha), in record order: -325.879188, -2691.737172, -4697.675020, -695.255219, -720.333397, -723.931171